Density functional theory data (wB97M-V/def2-TZVPD) for an isolated molecule of C2H4N2O in a non-equilibrium geometry.

Structure (XYZ):
```
9
Properties=species:S:1:pos:R:3:lowdin_charge:R:1
H -2.4109 -0.7506 0.0449 0.0302
N -1.4160 -0.8110 -0.0545 0.0773
C -0.8858 0.3552 -0.0077 -0.3022
N 0.4639 0.5719 -0.0312 0.0523
C 1.3896 -0.4754 0.0084 -0.3270
O 2.5504 -0.2637 -0.0388 0.0706
H -1.4722 1.3125 0.0109 0.1315
H 0.8591 1.5064 -0.0095 0.1470
H 0.9220 -1.4453 0.0775 0.1204
```

Properties
F_max, eV Å⁻¹: 2.1
Energy, a.u.: -263.358328
HOMO level, eV: -9.98
Structure (SMILES): [H]/N=C/NC=O
Energy relative to the best compared isomer or geometry (same formula, charge and spin), kJ/mol: 13.0
2S+1: 1
Total charge: 0
LUMO, hartree: 0.028


Density functional theory data (wB97M-V/def2-TZVPD) for an isolated molecule of C2H4N2O2 in a non-equilibrium geometry.

Structure (XYZ):
```
10
Properties=species:S:1:pos:R:3:lowdin_charge:R:1
N -0.3510 -0.4017 1.4209 -0.0297
N -0.9311 -1.1650 0.4123 -0.0433
C -0.3678 -1.1528 -0.6923 -0.1573
O 0.7580 -0.1971 -1.0107 -0.0752
C 0.7373 1.1526 -0.7068 -0.3371
O -0.1317 1.9079 -0.3052 0.0503
H -0.8023 -0.5750 2.4951 0.1830
H -0.2156 0.5754 0.9965 0.0614
H -0.5780 -1.4922 -1.8391 0.1781
H 1.8823 1.3479 -0.7705 0.1698
```

Properties
F_max, eV Å⁻¹: 5.1
Energy, a.u.: -338.488608
HOMO level, eV: -9.39
Structure (SMILES): N/N=C\OC=O
Energy relative to the best compared isomer or geometry (same formula, charge and spin), kJ/mol: 432.1
2S+1: 1
Total charge: 0
LUMO, hartree: 0.032


Density functional theory data (wB97M-V/def2-TZVPD) for an isolated molecule of C2H4N2O2 in a non-equilibrium geometry.

Structure (XYZ):
```
10
Properties=species:S:1:pos:R:3:lowdin_charge:R:1
N 1.8647 -0.0165 0.0169 0.1651
C 0.6217 -0.3143 0.4735 -0.5761
O 0.4074 -0.9655 1.4785 0.0613
N -0.4393 0.1871 -0.3400 0.1039
C -1.7542 0.0105 -0.0866 -0.3148
O -2.4532 0.5286 -0.9543 0.0017
H 2.6532 -0.2623 0.5975 0.1153
H 1.9940 0.6355 -0.7360 0.1018
H -0.7721 0.7232 -1.2368 0.1952
H -2.1222 -0.5263 0.7873 0.1466
```

Properties
F_max, eV Å⁻¹: 2.9
Energy, a.u.: -338.607616
HOMO level, eV: -10.42
Structure (SMILES): NC(=O)NC=O
Energy relative to the best compared isomer or geometry (same formula, charge and spin), kJ/mol: 119.7
2S+1: 1
Total charge: 0
LUMO, hartree: 0.026


Density functional theory data (wB97M-V/def2-TZVPD) for an isolated molecule of C2H4N2O2 in a non-equilibrium geometry.

Structure (XYZ):
```
10
Properties=species:S:1:pos:R:3:lowdin_charge:R:1
N 1.8325 0.0088 -0.0643 0.1681
C 0.5975 -0.2485 0.4408 -0.5892
O 0.4209 -0.8333 1.4897 0.0616
N -0.4833 0.1873 -0.3430 0.1179
C -1.8055 -0.0020 -0.0290 -0.3057
O -2.6434 0.3869 -0.8166 0.0328
H 2.6172 -0.2359 0.5180 0.1136
H 1.9915 0.5961 -0.8611 0.0998
H -0.5133 0.6320 -1.2634 0.1588
H -2.0140 -0.4915 0.9290 0.1424
```

Properties
F_max, eV Å⁻¹: 1.2
Energy, a.u.: -338.641091
HOMO level, eV: -10.33
Structure (SMILES): NC(=O)NC=O
Energy relative to the best compared isomer or geometry (same formula, charge and spin), kJ/mol: 31.8
2S+1: 1
Total charge: 0
LUMO, hartree: 0.022


Density functional theory data (wB97M-V/def2-TZVPD) for an isolated molecule of C2H4N2O2 in a non-equilibrium geometry.

Structure (XYZ):
```
10
Properties=species:S:1:pos:R:3:lowdin_charge:R:1
H -1.0800 0.1819 -2.3775 0.0833
N -1.1794 -0.1358 -1.3643 0.0572
C -0.1377 0.4551 -0.7987 -0.1646
N 0.1495 -0.3428 0.2619 -0.2924
O -0.2118 -1.5483 0.4284 -0.0113
C 0.7940 0.2813 1.2998 -0.2124
O 1.2725 1.4417 1.1948 -0.0317
H 0.5651 1.4216 -0.7610 0.1872
H -1.2718 -1.3873 -0.0483 0.2295
H 1.0995 -0.3674 2.1649 0.1552
```

Properties
F_max, eV Å⁻¹: 7.9
Energy, a.u.: -338.459024
HOMO level, eV: -9.24
Structure (SMILES): [H]/N=C/N(O)C=O
Energy relative to the best compared isomer or geometry (same formula, charge and spin), kJ/mol: 509.8
2S+1: 1
Total charge: 0
LUMO, hartree: 0.010


Density functional theory data (wB97M-V/def2-TZVPD) for an isolated molecule of C2H4N2O2 in a non-equilibrium geometry.

Structure (XYZ):
```
10
Properties=species:S:1:pos:R:3:lowdin_charge:R:1
C -1.2318 0.1859 0.6955 0.1353
C -0.6799 -0.3725 -0.5691 -0.2903
N 0.6464 -0.7597 -0.0773 0.1236
N 1.7211 0.0670 -0.0884 -0.4742
O 2.7199 -0.4669 0.3559 0.0721
O 1.5770 1.2490 -0.3900 0.0379
H -1.0606 1.2150 1.0281 0.0762
H -1.9756 -0.4066 1.3425 0.0972
H -1.1561 -1.2125 -1.0794 0.1181
H -0.5606 0.5012 -1.2178 0.1042
```

Properties
F_max, eV Å⁻¹: 3.2
Energy, a.u.: -338.342898
HOMO level (alpha / beta), eV: -9.92 / -10.63
Energy relative to the best compared isomer or geometry (same formula, charge and spin), kJ/mol: 814.7
2S+1: 1
Total charge: 0
LUMO (alpha / beta), hartree: -0.086 / -0.047


Density functional theory data (wB97M-V/def2-TZVPD) for an isolated molecule of C2H4N2O2S2 in a non-equilibrium geometry.

Structure (XYZ):
```
12
Properties=species:S:1:pos:R:3:lowdin_charge:R:1
C 0.2625 0.5113 0.0005 -0.7835
C -2.1704 -0.7486 -0.1445 -0.3283
N 0.7176 -0.6697 -0.3300 -0.1869
N 1.1456 1.6152 -0.0219 -0.0515
O 2.8745 -1.2680 0.8055 -0.4156
O 2.4557 1.0880 -0.0544 -0.3170
S -1.3870 0.8566 0.1040 0.9701
S 2.3630 -0.7227 -0.3889 0.9321
H -2.0234 -1.0559 -1.0586 -0.0169
H -3.2268 -0.6199 -0.0746 0.0437
H -1.8891 -1.3875 0.6146 0.0264
H 0.8777 2.4012 0.5484 0.1273
```

Properties
F_max, eV Å⁻¹: 5.3
Energy, a.u.: -1134.870159
HOMO level, eV: -9.43
Energy relative to the best compared isomer or geometry (same formula, charge and spin), kJ/mol: 228.3
2S+1: 1
Total charge: 0
LUMO, hartree: 0.019


Density functional theory data (wB97M-V/def2-TZVPD) for an isolated molecule of C2H4N2O3 in a non-equilibrium geometry.

Structure (XYZ):
```
11
Properties=species:S:1:pos:R:3:lowdin_charge:R:1
O 0.1198 2.0361 -1.6428 0.0697
C -0.7800 1.2755 -1.7888 -0.3104
N -0.6806 -0.0003 -1.2415 -0.0226
O 0.4699 -0.5370 -0.8429 -0.1162
C 1.1499 -0.6665 0.4383 -0.0613
N 0.3436 -0.4918 1.4344 -0.0644
O 0.7113 -0.6869 2.6861 -0.0779
H -1.7102 1.5102 -2.0409 0.0852
H -1.5367 -0.5748 -0.9034 0.1897
H 2.0178 -1.2755 0.5486 0.1285
H -0.1048 -0.5892 3.3530 0.1796
```

Properties
F_max, eV Å⁻¹: 6.1
Energy, a.u.: -413.643306
HOMO level, eV: -9.17
Structure (SMILES): O=CNO/C=N/O
Energy relative to the best compared isomer or geometry (same formula, charge and spin), kJ/mol: 652.2
2S+1: 1
Total charge: 0
LUMO, hartree: 0.022


Density functional theory data (wB97M-V/def2-TZVPD) for an isolated molecule of C2H4N2O3S.

Structure (XYZ):
```
12
Properties=species:S:1:pos:R:3:lowdin_charge:R:1
O -0.7060 -1.1330 1.5607 0.0368
C -0.8051 -0.6235 0.4671 -0.7485
N -1.8355 0.2059 0.1315 -0.0446
O -1.7214 1.0902 -0.9200 -0.0540
S 0.3331 -1.0074 -0.9102 1.0053
C 1.8005 -0.3779 -0.1687 -0.4704
N 1.9747 0.7593 0.3746 -0.0391
O 0.8210 1.5290 0.4102 -0.0976
H -2.3304 0.5891 0.9154 0.1496
H -0.8787 1.5564 -0.7535 0.0724
H 2.6848 -0.9870 -0.2301 0.0724
H 1.0983 2.3224 0.8921 0.1178
```

Properties
F_max, eV Å⁻¹: 0.9
Energy, a.u.: -811.919615
HOMO level, eV: -9.55
Structure (SMILES): O=C(NO)S/C=N\O
Energy relative to the best compared isomer or geometry (same formula, charge and spin), kJ/mol: 326.3
2S+1: 1
Total charge: 0
LUMO, hartree: 0.015


Density functional theory data (wB97M-V/def2-TZVPD) for an isolated molecule of C2H4N2OS in a non-equilibrium geometry.

Structure (XYZ):
```
10
Properties=species:S:1:pos:R:3:lowdin_charge:R:1
O 2.1262 -1.3188 0.0523 0.0353
C 2.0558 -0.1139 -0.0100 -0.2918
N 0.8274 0.6001 -0.0428 0.0854
C -0.3585 -0.1346 0.0346 -0.3409
N -1.4877 0.4018 0.1205 -0.3670
S -2.8678 -0.6207 0.0018 0.6927
H 2.9583 0.4838 -0.0242 0.1242
H 0.8538 1.5565 0.0773 0.1032
H -0.2668 -1.1881 -0.0936 0.1024
H -3.8407 0.3338 -0.1158 -0.1436
```

Properties
F_max, eV Å⁻¹: 3.8
Energy, a.u.: -661.524716
HOMO level, eV: -8.76
Structure (SMILES): O=CN/C=N/S
Energy relative to the best compared isomer or geometry (same formula, charge and spin), kJ/mol: 159.7
2S+1: 1
Total charge: 0
LUMO, hartree: 0.031


Which formula does entry 10 have? C2H4N2OS